#1
Density functional theory data (the ωB97M-V functional and the def2-TZVPD basis) for C29H37Cl5CsN5O4S4 as an isolated structure.

Each line ends with the Löwdin charge.
Geometry (Å):
Cs: -0.324 -0.118 -1.297  1.22
N: 3.082 -2.205 0.190  0.04
N: 3.389 -1.122 -0.672  -0.07
C: 3.944 0.016 -0.217  -0.92
N: 4.417 0.836 -1.179  0.10
S: 4.067 0.419 1.410  0.60
H: 2.084 -2.371 0.094  0.03
H: 3.265 -1.863 1.135  0.01
H: 3.681 -1.436 -1.586  0.07
H: 4.251 0.659 -2.156  0.06
H: 4.862 1.686 -0.889  0.08
Cl: 1.631 0.568 -3.834  0.69
C: 1.225 -1.096 -4.082  -0.61
C: -0.109 -1.548 -4.140  -0.42
C: -0.308 -2.931 -4.384  -0.60
Cl: -1.941 -3.479 -4.519  0.75
C: 0.737 -3.819 -4.515  -0.70
Cl: 0.428 -5.483 -4.839  0.71
C: 2.055 -3.371 -4.397  -0.72
Cl: 3.366 -4.482 -4.505  0.68
C: 2.272 -2.017 -4.201  -0.67
Cl: 3.911 -1.459 -4.112  0.71
O: 1.468 1.673 -0.206  -0.74
S: 1.478 2.702 0.869  0.96
C: 0.053 3.751 0.513  -0.36
C: -0.732 3.498 -0.603  -0.08
C: -1.835 4.310 -0.849  -0.07
C: -2.149 5.351 0.014  -0.09
C: -1.364 5.581 1.140  -0.09
C: -0.266 4.776 1.394  -0.08
C: 2.736 3.889 0.392  -0.38
C: 3.441 4.564 1.374  -0.08
C: 4.442 5.449 0.996  -0.07
C: 4.732 5.633 -0.348  -0.08
C: 4.026 4.935 -1.321  -0.07
C: 3.021 4.053 -0.954  -0.07
H: -0.499 2.694 -1.292  0.06
H: -2.444 4.122 -1.723  0.12
H: -3.005 5.982 -0.188  0.11
H: -1.607 6.391 1.816  0.11
H: 0.350 4.945 2.271  0.11
H: 3.235 4.378 2.421  0.11
H: 5.009 5.977 1.752  0.11
H: 5.520 6.315 -0.639  0.10
H: 4.260 5.076 -2.369  0.11
H: 2.473 3.479 -1.691  0.11
C: -3.704 0.239 4.491  -0.06
N: -3.519 1.415 3.679  -0.17
C: -4.436 2.544 3.772  -0.12
C: -3.822 3.525 2.777  -0.14
N: -3.140 2.605 1.878  0.04
C: -2.856 1.437 2.501  -0.82
S: -1.857 0.239 1.900  0.60
H: -3.672 0.513 5.545  0.09
H: -2.902 -0.461 4.275  0.05
H: -4.665 -0.240 4.277  0.10
H: -4.479 2.934 4.788  0.12
H: -5.445 2.239 3.469  0.13
H: -3.107 4.193 3.267  0.12
H: -4.566 4.122 2.254  0.12
H: -2.540 2.926 1.134  0.09
C: -3.475 -3.972 2.412  -0.10
C: -3.054 -3.965 0.947  -0.29
C: -1.567 -3.666 0.808  -0.35
S: -1.074 -3.529 -0.922  0.89
O: 0.288 -2.889 -0.934  -0.70
C: -0.839 -5.288 -1.336  -0.32
C: 0.593 -5.772 -1.129  -0.29
C: 1.051 -5.856 0.322  -0.10
H: -4.543 -4.167 2.511  0.07
H: -3.260 -3.007 2.875  0.06
H: -2.939 -4.741 2.971  0.08
H: -3.621 -3.207 0.400  0.11
H: -3.295 -4.928 0.488  0.10
H: -0.944 -4.391 1.331  0.09
H: -1.350 -2.674 1.215  0.06
H: -1.121 -5.371 -2.386  0.04
H: -1.556 -5.858 -0.741  0.09
H: 1.268 -5.124 -1.691  0.09
H: 0.657 -6.761 -1.591  0.11
H: 1.138 -4.866 0.766  0.06
H: 2.033 -6.326 0.381  0.08
H: 0.360 -6.454 0.923  0.08
O: -1.143 0.544 -3.735  -0.53
O: -1.228 -0.875 -3.965  -0.29

The calculation puts the highest occupied orbital energy at -7.01 eV. The molar mass is 958.08 Da. For the frontier orbital gap, the calculation gives 7.15 eV. The multiplicity is 1.

***

#2
Density functional theory data (the ωB97M-V functional and the def2-TZVPD basis) for C29H37Cl5CsN5O4S4 as an isolated structure.

Each line ends with the Löwdin charge.
Geometry (Å):
Cs: 0.638 -1.402 0.190  1.12
N: 0.681 3.204 2.389  0.01
N: 1.138 1.883 2.404  -0.11
C: 2.444 1.544 2.378  -0.95
N: 2.685 0.235 2.643  0.08
S: 3.674 2.635 2.083  0.57
H: 0.644 3.489 1.410  -0.02
H: 1.415 3.762 2.817  0.04
H: 0.462 1.167 2.615  0.10
H: 1.934 -0.413 2.834  0.03
H: 3.622 -0.097 2.503  0.08
Cl: 3.523 -3.130 -0.154  0.62
C: 4.179 -1.820 -1.100  -0.56
C: 3.575 -1.212 -2.219  -0.34
C: 4.350 -0.240 -2.911  -0.58
Cl: 3.650 0.465 -4.326  0.76
C: 5.603 0.150 -2.499  -0.70
Cl: 6.463 1.362 -3.368  0.68
C: 6.177 -0.430 -1.366  -0.72
Cl: 7.738 0.070 -0.838  0.67
C: 5.466 -1.405 -0.690  -0.70
Cl: 6.193 -2.098 0.712  0.67
O: 0.001 -1.141 3.007  -0.71
S: -0.901 -1.175 4.202  1.05
C: -0.379 -2.600 5.154  -0.37
C: 0.581 -3.453 4.639  -0.06
C: 0.982 -4.545 5.395  -0.06
C: 0.424 -4.769 6.647  -0.07
C: -0.532 -3.898 7.155  -0.07
C: -0.934 -2.802 6.409  -0.08
C: -2.445 -1.828 3.572  -0.36
C: -3.620 -1.439 4.194  -0.08
C: -4.835 -1.915 3.723  -0.07
C: -4.860 -2.761 2.624  -0.07
C: -3.675 -3.129 1.999  -0.06
C: -2.453 -2.670 2.469  -0.06
H: 1.006 -3.249 3.664  0.11
H: 1.734 -5.220 5.008  0.11
H: 0.743 -5.621 7.233  0.11
H: -0.958 -4.070 8.135  0.11
H: -1.672 -2.111 6.801  0.11
H: -3.585 -0.754 5.034  0.11
H: -5.756 -1.610 4.202  0.11
H: -5.805 -3.126 2.243  0.11
H: -3.702 -3.774 1.131  0.11
H: -1.563 -2.961 1.921  0.09
C: 0.143 5.643 -1.333  -0.06
N: 1.100 4.914 -2.122  -0.17
C: 1.787 5.532 -3.245  -0.12
C: 2.734 4.421 -3.727  -0.13
N: 2.217 3.265 -3.015  0.02
C: 1.355 3.589 -2.033  -0.81
S: 0.734 2.515 -0.919  0.66
H: 0.623 6.487 -0.832  0.09
H: -0.273 4.970 -0.588  0.05
H: -0.667 6.024 -1.963  0.09
H: 2.325 6.424 -2.922  0.12
H: 1.070 5.828 -4.017  0.12
H: 3.771 4.624 -3.455  0.12
H: 2.682 4.279 -4.806  0.12
H: 2.628 2.347 -3.053  0.06
C: -3.678 2.760 -4.197  -0.11
C: -2.541 1.804 -3.854  -0.30
C: -2.867 0.953 -2.633  -0.35
S: -1.462 -0.049 -2.118  0.83
O: -1.895 -0.655 -0.811  -0.72
C: -1.511 -1.378 -3.374  -0.32
C: -2.100 -2.688 -2.869  -0.28
C: -3.589 -2.633 -2.544  -0.11
H: -3.433 3.366 -5.069  0.07
H: -3.881 3.435 -3.363  0.07
H: -4.597 2.213 -4.415  0.08
H: -1.626 2.367 -3.647  0.10
H: -2.329 1.165 -4.715  0.10
H: -3.735 0.306 -2.771  0.09
H: -3.038 1.585 -1.759  0.10
H: -0.463 -1.529 -3.639  0.07
H: -2.060 -0.998 -4.238  0.09
H: -1.516 -3.035 -2.012  0.09
H: -1.910 -3.425 -3.654  0.11
H: -3.772 -1.970 -1.699  0.06
H: -3.972 -3.624 -2.294  0.07
H: -4.159 -2.270 -3.403  0.07
O: 2.390 -1.368 -2.777  -0.21
O: 1.466 -2.293 -2.181  -0.53

The calculation puts the highest occupied orbital energy at -7.04 eV. The molar mass is 958.08 Da. For the frontier orbital gap, the calculation gives 7.09 eV. The multiplicity is 1.

***

Bottom line: #1, by a margin of 6.8 kcal/mol.

***

#1
Density functional theory data (the ωB97M-V functional and the def2-TZVPD basis) for one molecule with the formula C3H5BN2O2.

Each line ends with the natural charge from an NBO analysis.
Geometry (Å):
B: 1.419 -0.080 -0.083  1.18
C: -2.353 -0.336 0.114  -0.09
C: -1.462 -1.281 -0.086  0.00
C: -0.807 1.188 -0.139  0.32
N: -2.051 0.946 -0.011  -0.54
N: 0.041 0.201 -0.373  -0.74
O: 1.899 -1.316 -0.025  -0.87
O: 2.108 1.101 0.081  -0.91
H: -3.352 -0.437 0.283  0.23
H: -0.905 -2.167 -0.142  0.23
H: -0.506 2.330 -0.067  0.20
H: 2.882 -1.296 0.245  0.50
H: 3.088 1.145 0.203  0.49

The calculation puts the highest occupied orbital energy at -8.82 eV. The molar mass is 111.90 Da. For the frontier orbital gap, the calculation gives 8.94 eV. The multiplicity is 1.

***

#2
Density functional theory data (the ωB97M-V functional and the def2-TZVPD basis) for a 2-piece molecular cluster, C3H5BN2O2 overall.

Each line ends with the natural charge from an NBO analysis.
Geometry (Å):
B: -1.317 0.782 0.118  1.07
C: 1.691 0.136 0.489  -0.04
C: 0.898 1.010 2.639  0.88
C: 1.174 -1.057 0.110  -0.40
N: 1.550 0.627 1.755  -0.54
N: -1.467 1.253 -1.031  -1.13
O: 0.371 1.375 3.605  -0.52
O: -1.696 0.463 1.308  -0.91
H: 2.641 0.375 -0.063  0.22
H: 0.591 -1.633 0.803  0.19
H: 1.180 -1.580 -0.831  0.22
H: -1.326 1.367 -2.038  0.42
H: -2.312 1.021 1.811  0.54

The calculation puts the highest occupied orbital energy at -9.30 eV. The molar mass is 111.90 Da. For the frontier orbital gap, the calculation gives 9.65 eV. Its structure (SMILES) is [H]/N=B/O.C=CN=C=O. The multiplicity is 1.

***

Bottom line: #1, by a margin of 9.5 kcal/mol.